{"formula": "C4H12IN2O2", "method": "the ωB97M-V functional and the def2-TZVPD basis", "species": ["I", "C", "C", "C", "O", "H", "H", "H", "H", "H", "H", "H", "H", "C", "O", "N", "N", "H", "H", "H", "H"], "positions_angstrom": [[-0.77, -0.16, 0.84], [2.48, -2.09, 0.43], [2.26, -0.90, -0.60], [1.13, -1.06, -1.68], [1.87, 0.16, 0.17], [1.54, -2.16, 0.98], [3.26, -1.91, 1.17], [2.62, -3.03, -0.10], [3.18, -0.70, -1.16], [1.17, -1.93, -2.33], [1.09, -0.11, -2.22], [0.16, -1.00, -1.18], [1.08, -0.05, 0.66], [-2.94, 2.31, 0.56], [-3.50, 3.35, 0.40], [-2.63, 1.80, 1.68], [-2.57, 1.54, -0.41], [-3.03, 2.16, 2.54], [-1.98, 1.03, 1.68], [-2.45, 1.98, -1.31], [-1.97, 0.77, -0.13]], "mol_weight_g_mol": 247.1, "total_charge": -1, "homo_lumo_gap_ev": 7.85, "homo_ev": -4.39, "energy_ev": -19518.375}